A structure of composition C22H35Br27Cl10O2, computed with ωB97M-V with the def2-TZVPD basis set.

Geometry as XYZ:
```
96
Properties=species:S:1:pos:R:3:forces:R:3
C 1.9396 -2.8283 -1.7830 0.49 0.49 -0.87
Cl 3.3097 -3.6778 -2.4816 0.49 -0.88 -0.43
Cl 0.6241 -3.8553 -1.3094 -0.18 -0.32 0.32
H 2.3937 -2.3899 -0.9093 -0.57 0.63 0.19
H 1.6273 -2.1620 -2.6045 -0.11 0.04 0.91
C 1.7919 3.3590 -6.2947 -0.46 -0.92 0.13
Cl 2.8622 3.2498 -4.9179 0.67 0.05 0.52
Cl 0.1545 3.7870 -5.7033 0.27 0.25 -0.46
H 2.2187 4.0917 -6.9926 -0.59 -0.36 0.17
H 1.7066 2.3164 -6.6627 0.09 0.96 -0.25
C -2.2071 0.1892 -4.5078 -0.38 -0.43 0.07
Cl -3.9277 0.5499 -4.2992 -0.25 0.26 0.02
Cl -1.6240 0.5694 -6.1328 0.03 -0.01 0.27
H -1.6586 0.6927 -3.7292 0.27 0.40 -0.19
H -2.1589 -0.8742 -4.3428 0.33 -0.33 -0.21
C -2.0451 -4.4164 -3.2488 0.75 0.59 -1.44
Cl -0.8373 -4.4626 -4.6538 -0.84 0.02 0.76
Cl -3.3977 -3.3178 -3.6062 0.22 -0.20 0.10
H -2.4243 -5.4201 -3.1369 0.05 -0.03 0.25
H -1.4531 -3.9938 -2.4516 -0.43 -0.31 0.28
C 1.2641 -3.8017 4.6508 1.64 -1.18 -0.31
Cl 1.4982 -4.6148 3.0847 0.09 0.23 -0.09
Cl 2.4289 -4.4548 5.8468 -0.32 0.20 -0.11
H 1.4867 -2.7675 4.5423 -0.17 0.58 -0.07
H 0.2924 -4.0676 4.9413 -1.19 0.07 0.65
C -2.7340 4.8867 -2.1492 0.90 -1.15 -1.76
Br -3.2898 5.5710 -0.4741 -0.08 0.05 -0.19
Br -4.0940 4.6635 -3.5683 0.09 0.59 0.73
Br -1.9651 3.0554 -2.0112 0.01 0.73 0.46
H -1.9261 5.4798 -2.6426 -0.87 -0.28 0.87
C -5.7466 0.1763 -0.8912 0.77 -0.63 1.05
Br -6.9306 1.1561 -1.9322 -0.43 0.56 -0.79
Br -6.5850 -1.3677 -0.1355 -0.41 -0.51 0.32
Br -5.0180 1.2738 0.5550 0.03 -0.12 -0.46
H -4.9335 -0.2829 -1.4406 0.12 0.67 -0.32
C 5.9052 -1.2532 1.4388 0.85 0.35 -0.01
Br 4.9074 -1.8539 -0.0914 0.60 0.21 -0.06
Br 7.8827 -1.1473 1.2353 -0.92 -0.17 -0.29
Br 5.5203 -2.3782 2.9004 -0.28 -0.38 0.77
H 5.6166 -0.2402 1.7054 -0.09 -0.16 -0.24
C 1.1496 4.6324 6.1700 -0.95 -0.17 0.12
Br 2.3333 4.9915 7.6371 0.06 -0.10 -0.14
Br 1.8534 3.4196 4.8592 0.38 -0.48 0.12
Br 0.7298 6.2661 5.1856 -0.27 -0.27 0.57
H 0.2517 4.1242 6.6169 0.80 0.94 -0.71
C -3.0900 2.2698 3.4406 0.60 -0.56 0.73
Br -2.6274 1.9607 5.3190 -0.50 0.17 -0.06
Br -1.4941 2.8420 2.5928 0.40 0.50 -0.55
Br -4.5427 3.4348 3.1605 -0.31 0.33 0.15
H -3.3138 1.2965 3.0352 -0.23 -0.15 -0.03
C 3.8983 -1.2662 -4.9964 0.28 0.34 0.05
Br 4.8587 -0.6237 -6.5366 -0.01 0.08 0.06
Br 2.0239 -1.2010 -5.2364 -0.83 -0.33 -0.55
Br 4.2347 -0.2579 -3.4101 0.65 0.33 0.40
H 4.2443 -2.2704 -4.8254 -0.17 -0.24 0.05
C 0.3481 0.1576 4.6057 0.02 -0.50 0.95
Br -0.9911 -0.9727 3.8033 -0.09 0.16 -0.05
Br 2.0769 -0.3000 3.9214 0.19 0.37 -0.31
Br 0.4069 -0.2223 6.5609 -0.23 0.50 -0.78
H 0.1069 1.2149 4.4253 0.14 -0.55 0.18
C 5.1010 2.6213 0.8571 -0.49 1.46 -0.99
Br 6.2735 1.7633 -0.4104 -0.08 0.23 -0.22
Br 5.9899 2.8604 2.5077 0.21 0.04 0.69
Br 3.5013 1.5181 1.0783 0.30 0.58 -0.12
H 4.8687 3.6938 0.4799 0.00 -2.23 0.52
C 2.2127 5.7648 -0.0105 0.33 -0.04 -0.45
Br 1.8321 4.7939 1.5319 -0.39 -0.64 1.30
Br 1.5320 4.8837 -1.5513 0.04 -0.18 -0.57
Br 4.1042 6.1321 -0.0755 0.07 0.23 -0.31
H 1.6922 6.6862 0.0674 -0.14 0.78 -0.03
C -2.4243 -4.4090 2.4098 -0.46 -0.30 -0.30
C -3.5740 -3.4756 1.9157 0.50 -1.90 -0.64
C -3.5002 -3.8066 0.3913 -0.83 1.76 1.76
O -2.2044 -4.1575 0.0996 1.61 -0.51 -0.57
C -1.4266 -4.2165 1.2990 0.39 -0.11 -0.71
H -2.7411 -5.4700 2.4557 0.09 0.59 0.23
H -1.9832 -4.0628 3.3295 -0.04 -0.18 0.62
H -3.2721 -2.4628 2.1180 -0.30 0.59 0.11
H -4.5794 -3.7492 2.2764 0.54 0.46 0.22
H -3.7892 -2.9154 -0.1485 -0.23 0.08 -0.58
H -4.1739 -4.6087 0.2251 -0.73 -0.85 -0.61
H -0.8933 -3.2938 1.4327 0.11 1.03 0.15
H -0.5781 -4.8895 1.1366 -0.68 -0.62 0.27
C -1.0551 -0.3092 0.3404 -0.92 -0.09 0.52
C 0.2104 0.5438 0.3887 1.46 -0.35 0.17
C 0.5988 0.7550 -1.0657 -1.01 1.52 -0.46
O -0.5979 0.5316 -1.8326 0.59 -0.28 0.46
C -1.2878 -0.5250 -1.1518 -2.38 3.27 0.17
H -1.8482 0.3472 0.7807 0.29 -0.78 -0.41
H -1.0669 -1.2716 0.8926 0.25 0.64 -0.35
H 1.1594 0.1513 0.8241 -1.12 -0.22 0.46
H -0.0658 1.4598 0.9055 0.49 0.14 -0.24
H 1.4652 0.1690 -1.3673 -0.15 -0.47 -0.26
H 0.8126 1.7957 -1.2743 0.50 0.26 0.04
H -0.8599 -1.3739 -1.4916 0.97 -3.31 -0.90
H -2.3644 -0.4096 -1.4897 1.08 -0.52 0.52
```
Forces are in eV/Å.

Results
Energy above the lowest of the compared OMol25 structures with the same formula, charge and spin (eV): 0.000
Charge: 0
Total energy (a.u.): -75109.8886

An isolated molecule of C5H9BN2O3, computed with ωB97M-V with the def2-TZVPD basis set.

Geometry as XYZ:
```
20
Properties=species:S:1:pos:R:3:forces:R:3
C 1.1650 2.7353 0.5152 1.34 0.02 0.71
C 1.2710 1.2747 0.2937 -2.47 -0.63 -3.18
C 0.7931 0.5647 -0.7427 -1.20 -0.66 -1.25
C 0.3529 -0.8476 -0.3654 3.63 0.33 -0.19
C 0.8750 -2.1893 -0.9386 1.25 0.37 -0.43
O -0.9978 -1.0083 -0.5760 -2.24 0.27 0.35
B -2.0854 -0.6968 0.2745 6.25 -0.19 0.47
O -1.6038 -0.3583 1.5194 -0.80 0.33 -0.15
O -3.3137 -0.7452 -0.0657 -4.74 -0.18 -1.86
N 1.1416 -0.7987 0.9613 -2.08 -2.74 2.23
N 1.5247 0.3058 1.2682 1.52 0.43 1.57
H 1.8200 3.3228 -0.1315 0.01 -0.07 0.08
H 0.1587 3.0866 0.3842 -0.50 0.00 -0.14
H 1.4468 2.9033 1.5541 0.09 0.34 0.03
H 0.3855 0.7058 -1.7089 -0.02 1.68 -0.87
H 0.6739 -2.8579 -0.0807 0.04 -0.16 -0.89
H 0.3947 -2.4500 -1.8920 -0.42 0.04 0.63
H 1.9485 -2.2563 -1.2110 -0.34 0.37 0.72
H -2.2478 0.2293 1.8970 -0.42 0.28 0.98
H -3.7030 -0.9198 -0.9550 1.09 0.19 1.18
```
Forces are in eV/Å.

Results
Energy above the lowest of the compared OMol25 structures with the same formula, charge and spin (eV): 1.964
Charge: 0
Total energy (a.u.): -556.0289
SMILES string: CC1=C[C@](C)(OB(O)O)N=N1